331
Properties=species:S:1:pos:R:3:forces:R:3 method="wB97M-V/def2-TZVPD" homo_ha=-0.49785 charge=+5 e_lumo_ev=-9.4 e_tot_ev=-175296.215
C 25.1225 11.7452 24.6796 0.2 0.8 -0.9
C 25.7981 12.2137 23.3446 -0.4 -1.4 0.7
N 24.9503 12.1905 22.0365 -0.2 1.3 0.0
C 25.8431 13.0520 21.0918 -1.0 -1.2 0.4
C 24.7637 10.7260 21.4065 -0.8 1.4 0.2
C 23.5056 9.9617 21.8746 0.5 -0.2 0.0
C 23.6134 12.9553 22.2852 1.2 -1.4 0.2
C 22.6379 13.0596 21.1120 -2.1 0.4 1.7
O 22.1366 14.3962 21.0752 1.3 0.1 -1.7
C 22.8014 15.1160 20.0334 -1.4 0.8 0.0
H 25.7976 11.8735 25.5256 0.6 -0.3 -0.4
H 24.8336 10.6964 24.6103 -0.1 0.2 0.2
H 24.3193 12.4005 25.0165 -0.4 -0.2 -0.4
H 26.5663 11.4850 23.0854 0.3 0.2 0.2
H 26.2726 13.1935 23.3983 -0.4 0.0 0.2
H 25.7703 14.0980 21.3898 0.1 -0.2 0.1
H 25.4687 12.9258 20.0760 0.2 0.0 0.0
H 26.8515 12.6616 21.2289 0.0 0.2 -0.4
H 25.7053 10.2070 21.5859 -0.2 0.0 0.3
H 24.7213 10.9288 20.3364 -0.1 -0.1 0.0
H 22.5276 10.3201 21.5534 0.2 0.9 0.3
H 23.5393 9.7836 22.9495 -0.3 0.0 -0.1
H 23.4402 8.9884 21.3882 0.8 -0.2 0.1
H 23.8110 13.9428 22.7023 0.6 0.2 -0.5
H 23.1684 12.4746 23.1564 -0.2 -0.4 -0.4
H 21.6918 12.6124 21.4170 0.3 -1.1 0.1
H 22.8423 12.6696 20.1149 0.8 0.0 0.2
H 23.0224 14.4982 19.1630 0.5 -0.3 0.2
H 23.6484 15.7095 20.3774 0.1 -0.2 0.0
H 22.0166 15.7672 19.6484 0.2 0.7 0.1
C 21.5515 19.2023 18.1112 0.0 -0.2 0.7
C 22.0404 20.5307 18.7637 1.0 -0.7 -1.6
N 22.7665 21.4936 17.7771 0.3 1.2 -0.2
C 21.6871 21.9536 16.7738 1.2 -1.0 0.1
C 23.3195 22.7399 18.5581 -1.8 0.5 -0.3
C 23.8477 23.8502 17.6683 0.7 -0.7 -0.1
C 23.9692 20.8785 16.9631 -1.6 -2.0 0.3
C 24.9416 19.8813 17.7603 -0.8 0.7 -1.4
O 26.0208 19.4194 16.9599 0.1 0.5 0.0
C 25.8241 18.7387 15.6774 -0.1 0.6 1.2
H 20.7067 19.2906 17.4281 0.1 0.3 -0.1
H 21.1792 18.5616 18.9107 -0.3 0.3 0.5
H 22.2708 18.5052 17.6814 0.5 0.6 -0.4
H 22.7925 20.3358 19.5282 -0.4 0.1 0.3
H 21.1686 21.0601 19.1483 0.5 0.3 0.4
H 22.1459 22.6076 16.0323 -0.3 0.3 0.4
H 20.8128 22.3282 17.3061 0.4 0.4 0.0
H 21.3844 21.0634 16.2224 0.0 -0.1 0.1
H 24.0413 22.4054 19.3032 0.0 -0.2 -0.2
H 22.4944 23.2101 19.0931 -0.4 -0.8 0.4
H 23.9851 24.7053 18.3301 0.6 -0.1 0.0
H 23.2163 24.2622 16.8811 -0.3 -0.5 0.1
H 24.7594 23.4540 17.2213 0.3 0.9 -0.1
H 24.4154 21.5705 16.2488 0.3 0.5 0.9
H 23.3848 20.2487 16.2924 0.2 -0.4 -0.2
H 24.3299 19.0531 18.1181 -0.1 -0.3 -0.1
H 25.3032 20.3700 18.6651 0.6 0.1 -0.3
H 25.4790 17.7234 15.8731 -0.4 0.0 -0.2
H 26.7870 18.6562 15.1732 0.1 0.2 0.4
H 25.1814 19.3351 15.0298 -0.2 -0.3 0.0
C 19.0223 19.5373 25.2246 0.9 -0.5 -0.3
C 19.9566 18.3234 24.8953 -1.8 0.6 0.2
N 19.9543 17.9556 23.3497 0.8 -2.2 0.0
C 20.3998 19.2028 22.6396 -1.2 0.5 0.8
C 21.0781 16.9106 23.1643 1.2 0.7 0.3
C 20.9232 15.5545 23.8552 -1.4 0.5 0.3
C 18.5791 17.3536 22.8344 -0.4 0.5 0.8
C 18.5830 16.5590 21.5302 2.4 1.5 -0.5
O 19.0250 17.5396 20.5403 -0.2 -0.7 -0.9
C 18.5646 17.2763 19.2227 -0.1 0.5 0.2
H 18.0422 19.4067 24.7658 -0.1 0.2 -0.2
H 19.5502 20.4615 24.9895 -0.4 0.1 -0.4
H 18.8261 19.6274 26.2930 0.3 -0.5 0.1
H 19.6049 17.4858 25.4976 0.0 -0.4 -0.6
H 20.9789 18.5177 25.2196 0.1 0.0 -0.5
H 21.1658 19.6664 23.2612 0.2 0.0 -0.4
H 19.5030 19.8144 22.7381 0.3 0.5 -0.4
H 20.6653 19.1137 21.5862 0.0 -0.5 0.4
H 21.9299 17.4446 23.5856 0.2 -0.2 0.2
H 21.3414 16.8838 22.1069 -0.6 -0.3 -0.2
H 21.6880 14.7887 23.7255 0.3 0.7 -0.4
H 19.9740 15.1209 23.5404 0.0 -0.3 0.1
H 20.8360 15.7146 24.9298 0.1 -0.1 0.1
H 17.9323 18.2235 22.7196 -0.2 -0.2 0.3
H 18.2047 16.7072 23.6282 -0.2 0.3 0.2
H 17.7099 16.0680 21.1003 -0.5 0.2 1.2
H 19.3881 15.8345 21.6525 0.0 -0.5 -0.5
H 19.0129 18.0148 18.5580 0.0 0.0 0.1
H 17.4826 17.3742 19.1344 -0.3 0.1 0.2
H 18.7898 16.2946 18.8060 0.4 -0.4 0.3
C 19.3755 10.9724 19.6647 1.7 -0.7 -0.2
C 18.7802 12.1135 18.8649 0.3 -0.1 0.1
N 19.5021 12.4731 17.5215 0.5 -0.7 -1.2
C 20.9040 13.0793 17.7235 -1.3 -0.1 1.1
C 19.7587 11.1169 16.7492 -0.2 0.8 -0.2
C 20.3460 11.2451 15.3223 -0.1 0.4 1.4
C 18.6990 13.4927 16.6250 -0.6 -1.4 1.0
C 17.2131 13.0390 16.3222 1.3 1.3 -0.2
O 17.1821 11.8669 15.5908 0.4 -0.5 0.0
C 15.8435 11.4804 15.3721 -1.3 -0.9 0.1
H 20.4589 11.0331 19.7685 0.3 0.2 -0.2
H 19.2136 9.9951 19.2100 -0.3 0.1 0.1
H 19.0829 10.9266 20.7137 -0.7 0.3 -0.2
H 18.7825 12.9882 19.5152 -0.2 0.3 -0.5
H 17.7785 11.7286 18.6738 -0.1 0.9 -0.6
H 21.4164 13.2252 16.7726 -0.3 0.1 0.1
H 21.5050 12.4549 18.3845 -0.2 -0.4 -0.3
H 20.7418 13.9924 18.2963 0.1 0.3 -0.4
H 18.8167 10.5693 16.7193 0.1 0.2 0.2
H 20.4705 10.6288 17.4148 -0.1 -0.2 -0.3
H 20.3134 10.2170 14.9616 0.3 0.2 -0.4
H 21.3594 11.6379 15.4048 0.2 -0.5 -0.3
H 19.8266 11.9282 14.6503 -0.4 -0.4 0.1
H 19.2664 13.6494 15.7076 0.0 -0.6 0.0
H 18.7917 14.4520 17.1342 -0.6 -0.1 0.3
H 16.8203 13.8230 15.6748 -0.1 0.6 0.0
H 16.5434 13.0211 17.1820 0.3 -0.1 0.4
H 15.1930 12.3096 15.0939 0.2 0.2 -0.4
H 15.3685 11.0520 16.2547 0.3 0.1 0.6
H 15.7577 10.6593 14.6604 0.5 0.4 -0.3
C 17.1376 20.6901 18.7952 1.7 0.9 -0.3
C 17.3981 21.4001 20.1314 -1.8 0.1 1.1
N 16.1164 22.0702 20.7521 -0.8 0.4 -1.0
C 15.1860 20.9410 21.2976 1.4 1.4 -0.7
C 16.4887 23.0788 21.9112 1.3 -1.1 -0.2
C 17.1208 22.4095 23.1817 -1.5 0.1 -1.2
C 15.2958 22.8552 19.6097 0.7 -0.6 0.3
C 16.0338 23.9601 18.8075 -0.2 0.3 2.0
O 16.3933 24.9393 19.7621 0.4 0.6 0.1
C 16.9427 26.1278 19.2081 0.6 0.6 -0.1
H 18.1325 20.6336 18.3536 0.7 -0.8 0.4
H 16.8331 21.3573 17.9888 -1.3 -0.1 0.4
H 16.7247 19.6813 18.7950 -0.4 0.4 0.1
H 18.1954 22.1422 20.0902 -0.3 0.2 -0.2
H 17.6501 20.7117 20.9382 0.4 -0.3 -0.3
H 14.3363 21.4555 21.7463 0.0 -0.4 0.0
H 15.7985 20.4037 22.0217 -0.5 -0.2 0.2
H 14.9274 20.3079 20.4488 -0.2 0.0 0.2
H 15.5984 23.6224 22.2275 -0.1 -0.1 -0.5
H 17.1889 23.7187 21.3742 -0.2 0.3 0.5
H 17.9949 21.8008 22.9502 0.0 0.1 0.2
H 16.3103 21.8264 23.6192 0.3 -0.5 0.2
H 17.3284 23.1763 23.9279 0.3 0.1 -0.4
H 14.4018 23.2040 20.1266 0.2 0.4 0.0
H 14.9504 22.1173 18.8857 0.1 -0.3 0.3
H 15.3461 24.4189 18.0971 -0.2 -0.4 -0.3
H 16.9403 23.6182 18.3080 0.0 -0.3 -0.3
H 17.7793 25.9486 18.5327 -0.3 -0.5 -0.7
H 17.4876 26.7441 19.9231 -0.6 -0.4 0.9
H 16.1937 26.7826 18.7627 -0.1 -0.3 -0.2
C 17.4175 19.5025 11.6197 0.3 0.9 1.0
C 17.2281 18.1837 12.4352 0.0 1.4 -0.7
N 18.4666 17.6545 13.1907 0.9 1.0 -1.8
C 19.6750 17.6760 12.1542 -0.4 -0.2 1.7
C 18.9290 18.6873 14.3433 -0.4 -1.0 0.1
C 18.1381 18.6464 15.6635 -1.1 -1.4 -0.4
C 18.1845 16.2526 13.7487 -0.6 0.0 -1.0
C 17.8006 15.0882 12.7358 2.4 2.9 -0.1
O 16.5511 15.2526 12.2052 -0.2 0.3 0.5
C 16.0949 14.1042 11.5469 -1.3 -1.2 -0.4
H 17.7303 20.3544 12.2235 0.4 -0.1 0.2
H 16.5047 19.9370 11.2123 -0.6 -0.8 0.1
H 18.0679 19.4758 10.7454 0.2 -0.6 0.2
H 16.8892 17.5342 11.6281 0.2 -1.0 0.9
H 16.5043 18.2642 13.2462 -0.4 0.1 -0.5
H 19.9941 18.7106 12.0282 -0.4 -0.1 -0.2
H 19.4452 17.1844 11.2088 -0.3 0.2 0.2
H 20.5014 17.1678 12.6510 -0.1 -0.2 -0.1
H 18.9542 19.6718 13.8762 0.0 -0.3 -0.1
H 19.9290 18.3332 14.5935 0.2 0.2 -0.3
H 17.0713 18.8572 15.5892 0.0 0.5 -0.3
H 18.4936 19.1602 16.5567 0.6 0.5 -0.7
H 18.1176 17.6085 15.9959 0.2 -0.2 0.1
H 17.3352 16.4061 14.4144 0.3 -0.2 0.4
H 19.1315 15.9659 14.2061 -0.2 -0.1 0.5
H 18.1208 14.1611 13.2114 -0.8 -0.4 0.2
H 18.5377 15.2472 11.9488 0.4 -0.5 -0.5
H 16.5780 13.7695 10.6290 0.9 0.5 0.0
H 15.0732 14.2880 11.2146 -0.1 0.0 0.4
H 16.1309 13.2764 12.2552 -0.3 -0.3 0.0
C 15.3895 15.7878 30.3232 1.1 -0.9 -0.3
C 14.5672 16.5132 29.2946 -0.7 0.5 0.2
C 15.0066 17.9375 28.9591 -1.1 0.7 1.1
C 14.0287 18.6449 27.9959 1.5 0.7 -1.0
P 14.3588 20.5058 27.7429 -2.6 -0.9 -0.5
C 16.1396 20.8777 27.4983 1.4 0.8 1.1
C 16.9852 21.1508 28.8081 -0.2 -0.8 0.0
C 18.3593 21.8252 28.7165 -0.3 1.1 -1.5
C 18.2903 23.2078 28.0134 -0.6 -0.5 0.5
C 13.4684 20.9292 26.1351 0.5 -1.1 0.9
C 11.9390 20.7046 26.0300 0.6 0.2 -0.1
C 11.4816 20.8709 24.5253 -1.1 1.7 3.5
C 12.1361 20.0155 23.5447 1.2 -0.1 -1.0
C 13.4101 21.2761 29.1639 1.4 0.0 -0.8
C 13.4384 22.8002 29.1166 0.3 0.8 0.7
C 13.0565 23.4281 30.4863 0.3 0.2 0.1
C 11.6172 23.2268 30.8527 -1.1 -0.3 0.3
H 15.5395 16.2914 31.2782 0.0 0.5 -0.2
H 16.3557 15.5379 29.8850 0.3 -0.1 0.3
H 14.9113 14.8493 30.6037 0.0 -0.1 -0.2
H 13.6119 16.5306 29.8192 -0.6 0.5 -0.7
H 14.4548 15.9861 28.3472 0.0 -0.5 0.2
H 16.0303 18.0228 28.5946 0.0 -0.2 -0.1
H 14.9441 18.4610 29.9132 0.4 0.3 0.2
H 12.9667 18.5058 28.1981 0.1 0.2 0.4
H 14.2225 18.2109 27.0150 -0.2 0.1 -0.4
H 16.3363 21.7505 26.8757 -0.9 0.1 -0.3
H 16.6122 20.0517 26.9668 -0.5 -0.3 -0.2
H 17.2228 20.1588 29.1920 -0.5 0.0 0.7
H 16.3933 21.7542 29.4963 -0.1 -0.3 0.2
H 19.0442 21.1935 28.1509 0.2 -0.2 0.2
H 18.7546 21.9922 29.7184 -0.1 -0.4 0.0
H 17.4086 23.7256 28.3911 0.0 0.3 0.2
H 18.0955 23.1126 26.9452 0.4 0.0 -0.2
H 19.1592 23.8328 28.2195 0.0 -0.1 -0.3
H 14.0319 20.2346 25.5120 0.0 -0.2 -0.6
H 13.6975 21.9341 25.7805 0.2 0.1 0.3
H 11.4628 21.4677 26.6455 -0.1 0.4 -0.3
H 11.5327 19.8054 26.4932 0.6 -0.6 -0.3
H 11.6203 21.9457 24.4082 0.1 0.1 -0.8
H 10.4035 20.7659 24.6463 -0.2 -0.3 -0.7
H 13.1805 20.3063 23.4315 0.5 -0.4 0.6
H 11.8291 20.2273 22.5205 -0.9 -0.6 0.0
H 12.0816 18.9794 23.8787 0.0 -0.1 -0.6
H 13.9482 20.8568 30.0140 0.0 0.3 0.5
H 12.3938 20.8870 29.2256 0.1 -0.3 -0.5
H 12.8319 23.2256 28.3171 -0.6 -0.3 0.1
H 14.4150 23.1605 28.7932 0.5 -0.1 0.4
H 13.3246 24.4809 30.5742 0.0 0.1 -0.5
H 13.5995 22.9719 31.3140 0.5 -0.3 -0.3
H 11.3977 22.1630 30.7618 -0.4 0.0 -0.1
H 10.8794 23.8109 30.3026 0.2 -0.1 -0.5
H 11.3781 23.4748 31.8868 0.4 0.0 0.1
C 26.3178 17.6165 20.2454 -1.0 0.4 0.1
C 25.1257 18.1540 21.0555 1.0 -0.2 0.7
C 25.5442 19.4407 21.8214 -0.3 -0.5 -1.7
C 24.4538 19.9460 22.7280 -0.1 0.5 0.2
P 24.8478 21.5112 23.6401 1.2 0.8 -1.4
C 23.7206 21.6906 24.9365 -1.7 -1.5 1.1
C 23.9465 22.7125 26.0015 -1.7 1.9 1.6
C 23.1050 22.4839 27.3284 2.3 -3.0 0.3
C 21.6564 22.1681 27.1783 -0.6 1.9 -0.8
C 24.8184 23.1352 22.6484 -0.1 0.1 0.7
C 25.4314 24.4381 23.3375 -0.1 -0.5 0.1
C 25.0999 25.7805 22.6394 0.2 0.7 -1.4
C 23.6548 26.0572 22.2042 0.0 -0.5 0.5
C 26.4503 21.1288 24.3292 0.6 0.7 -0.2
C 27.6897 21.3991 23.4847 2.3 -1.0 0.5
C 28.9840 20.9984 24.3287 0.4 1.3 -0.2
C 30.3081 21.0117 23.5288 -0.1 0.6 -0.1
H 26.0579 16.6564 19.7996 0.1 0.0 -0.3
H 27.0980 17.4291 20.9831 0.4 0.2 -0.5
H 26.5628 18.3376 19.4656 0.6 -0.3 0.0
H 24.9621 17.3277 21.7473 -0.7 0.2 0.5
H 24.2215 18.3223 20.4706 -0.1 0.0 -0.2
H 25.6241 20.2043 21.0477 0.7 0.2 -0.2
H 26.5328 19.2410 22.2347 -0.3 0.3 0.4
H 24.2765 19.1445 23.4452 -0.4 0.3 0.7
H 23.5777 20.1369 22.1082 -0.4 0.0 0.2
H 23.7665 20.7620 25.5054 0.4 -0.9 -0.1
H 22.7298 21.6388 24.4853 -0.3 0.6 -0.1
H 23.4804 23.6684 25.7626 0.9 0.5 -0.9
H 25.0188 22.7660 26.1898 -0.2 0.4 0.4
H 23.2884 23.1515 28.1703 0.0 0.9 -0.7
H 23.5064 21.5839 27.7942 0.5 -0.5 -0.1
H 21.2515 21.9332 28.1627 -0.3 -0.2 -0.3
H 21.3683 21.4968 26.3693 0.3 -0.7 0.4
H 21.2412 23.1056 26.8083 -0.8 0.2 0.3
H 23.7601 23.3074 22.4527 -0.3 -0.3 0.1
H 25.2587 22.9903 21.6618 0.3 -0.1 0.0
H 26.5029 24.2641 23.4362 0.2 0.4 -0.4
H 25.1378 24.5623 24.3799 -0.5 -0.4 0.0
H 25.6593 25.9559 21.7205 0.5 -0.8 -0.2
H 25.4349 26.6631 23.1841 0.1 -0.4 0.8
H 23.0485 26.2736 23.0838 -0.3 -0.2 -0.1
H 23.2719 25.2016 21.6480 -0.4 0.0 0.2
H 23.5592 26.9117 21.5343 0.4 0.1 0.1
H 26.3643 20.0929 24.6574 0.1 -0.1 0.3
H 26.6074 21.7662 25.1993 -0.3 -0.2 0.3
H 27.8359 22.4490 23.2310 -0.3 0.1 0.0
H 27.8320 20.8377 22.5613 -0.7 0.0 -0.2
H 28.8738 20.1114 24.9526 -0.3 -0.2 -0.4
H 29.1535 21.8102 25.0361 -0.4 0.0 0.4
H 31.2104 21.0321 24.1400 -0.2 -1.0 0.5
H 30.5056 21.9959 23.1039 -0.7 0.2 -0.6
H 30.3768 20.2729 22.7304 0.1 -0.1 0.1
C 15.2340 17.2108 24.1849 1.0 3.4 2.3
O 16.2555 16.2922 24.6192 0.5 -0.1 -2.4
O 15.6296 18.5437 24.5553 -1.2 -2.7 -1.8
C 14.7468 16.9374 22.6993 2.3 -3.0 1.0
F 15.5120 17.4032 21.6930 0.7 0.6 -0.3
F 14.6775 15.5628 22.4962 1.1 0.1 0.2
F 13.5382 17.2521 22.4472 -2.5 2.3 0.0
C 16.4555 15.9673 25.9666 -0.8 -1.5 0.1
C 17.3027 14.6128 25.9867 -0.6 2.0 -0.3
H 18.3550 14.8339 25.8086 0.2 0.1 0.5
H 17.1426 14.0867 26.9278 0.2 -0.1 -0.2
H 17.0294 14.0341 25.1043 -0.5 -0.2 0.3
H 15.4673 15.7937 26.3924 -0.2 -0.5 0.2
H 16.8208 16.7795 26.5950 0.8 0.2 -0.3
H 14.3092 16.9120 24.6785 -0.4 -0.1 0.6
C 20.6800 23.1867 21.8086 2.2 -4.2 -2.5
O 21.0128 24.1504 20.8324 -0.9 1.4 -0.3
O 21.6881 22.1805 21.6139 -2.2 1.5 1.5
C 20.4329 23.6424 23.2362 -1.1 -0.3 -1.0
F 20.0930 22.6246 24.0790 0.7 -0.2 -0.3
F 21.3679 24.3547 23.6974 3.7 0.9 1.9
F 19.3952 24.4726 23.3105 -2.2 0.7 -0.6
C 19.9535 24.8815 20.1763 -0.4 -0.6 0.5
C 20.3036 26.3014 20.2488 0.9 1.3 0.0
H 20.2235 26.5495 21.3072 0.1 0.7 -0.2
H 21.3303 26.4508 19.9147 0.2 -0.1 0.3
H 19.7468 26.9652 19.5875 -0.4 -0.1 0.3
H 18.9798 24.7703 20.6533 0.0 -0.4 0.4
H 19.7486 24.6037 19.1424 0.6 -0.7 -0.4
H 19.6981 22.8192 21.5101 -0.8 -0.4 0.0
C 23.8440 17.5908 26.5319 3.6 3.4 1.9
O 23.4127 17.5998 27.9340 -1.0 0.1 -0.3
O 24.8830 18.5713 26.4614 -2.7 -3.0 -1.7
C 24.2232 16.0558 26.1525 -0.3 0.6 1.8
F 24.4016 15.8509 24.8317 -0.4 0.5 -1.2
F 25.3029 15.5249 26.6952 0.7 0.5 0.6
F 23.2277 15.2015 26.5247 -0.6 0.2 -0.4
C 22.4195 18.5842 28.4373 -0.3 -2.5 -1.2
C 21.1239 17.7985 28.6338 0.1 0.0 1.0
H 21.3155 16.9606 29.3041 -0.1 0.0 0.0
H 20.4148 18.4645 29.1255 -0.3 0.0 0.1
H 20.6547 17.3932 27.7373 0.2 0.1 -0.3
H 22.0813 19.3873 27.7824 1.2 0.4 -0.5
H 22.7421 18.9480 29.4129 0.4 0.1 -0.3
H 22.9928 17.8263 25.8930 -0.7 0.0 -0.5